Below is a molecular structure, C60H130NiO26 in a non-equilibrium geometry, with properties calculated with ωB97M-V with the def2-TZVPD basis set.

Output
* E: -5828.7532 a.u.
* net charge: 0
* expectation value of S²: 2.0035
* multiplicity: 3
* LUMO level (alpha / beta): 0.021 / 0.021 Eh

Geometry as XYZ:
```
217
Properties=species:S:1:pos:R:3:forces:R:3:lowdin_charge:R:1
Ni -0.34714 -2.39137 1.14179 -0.858 0.475 0.117 0.78
C 0.26426 0.51718 -1.39790 -0.346 0.600 -0.022 0.04
C -0.10491 -0.68776 -0.56927 0.319 0.262 -0.280 -0.67
O 0.31613 -1.85564 -0.80861 0.261 0.142 -0.038 -0.03
O -0.81406 -0.45596 0.44015 -0.026 -0.520 0.563 -0.03
H 1.26284 0.89566 -1.12510 -0.165 -0.382 -0.237 0.08
H -0.43739 1.32249 -1.15329 0.071 -0.166 0.073 0.07
H 0.16892 0.36037 -2.46642 0.416 -0.227 -0.135 0.06
C -1.42211 -3.83779 4.58685 -0.008 -0.363 2.292 0.01
C -0.93504 -3.27905 3.30533 -0.565 -1.460 0.062 -0.70
O -1.25466 -2.10796 3.02826 0.625 0.868 -0.786 -0.02
O -0.38684 -4.06783 2.46934 0.398 0.915 0.083 -0.05
H -1.97793 -3.12809 5.21807 0.340 0.120 -0.486 0.07
H -0.68223 -4.31542 5.26751 -0.029 0.384 -0.804 0.10
H -2.12020 -4.62536 4.38229 -0.405 -0.582 -0.392 0.07
C -5.33102 2.48485 0.83672 1.798 0.703 -0.353 -0.05
C -4.07517 1.66101 1.23138 -0.511 -0.122 -0.870 -0.26
O -3.32683 2.22966 2.26562 -1.680 0.620 0.492 -0.15
C -2.26507 1.41299 2.61085 1.307 -0.812 -0.562 -0.31
C -1.57161 2.06873 3.74984 0.960 -0.434 0.410 -0.06
H -5.02845 3.54713 0.78444 -0.157 -0.370 -0.250 0.07
H -5.69484 2.18066 -0.15405 0.086 0.029 0.314 0.07
H -6.12767 2.44709 1.55318 -0.343 -0.392 0.483 0.06
H -4.41077 0.65789 1.49749 0.036 -0.310 0.247 0.10
H -3.33559 1.51776 0.42173 -0.643 0.100 -0.444 0.11
H -2.52896 0.36815 2.83346 -0.438 0.109 -0.013 0.11
H -1.59667 1.35459 1.72327 -0.070 -0.139 0.441 0.11
H -1.17349 2.98028 3.34338 0.134 0.678 0.474 0.05
H -0.71695 1.48819 4.13403 -0.263 0.044 -0.283 0.07
H -2.23095 2.21720 4.59465 -0.276 0.298 0.113 0.08
C -3.10019 3.28747 -2.49047 0.368 -2.019 -0.269 -0.07
C -3.62984 4.63595 -2.72472 -0.622 0.862 -0.881 -0.30
O -4.23003 5.13312 -1.55475 0.686 -1.273 0.236 -0.15
C -4.61307 6.42995 -1.77563 0.198 1.330 -0.549 -0.34
C -5.15619 6.96824 -0.50797 -1.050 1.224 0.889 -0.07
H -3.85800 2.59956 -2.10321 -0.128 0.190 -0.067 0.08
H -2.68761 2.79920 -3.39382 -0.285 0.451 0.167 0.07
H -2.29425 3.26322 -1.77371 0.245 0.307 0.419 0.05
H -2.85530 5.33324 -3.08663 0.123 -0.107 0.278 0.12
H -4.40739 4.67972 -3.51571 0.257 -0.394 0.052 0.13
H -3.73264 7.00583 -2.09145 0.009 0.192 -0.080 0.12
H -5.32457 6.45426 -2.61321 -0.173 0.249 0.089 0.12
H -5.33266 8.06086 -0.44635 0.085 -0.475 -0.650 0.09
H -4.48787 6.79316 0.31697 0.341 -0.385 0.271 0.05
H -6.10780 6.49883 -0.28476 -0.163 -0.174 0.194 0.08
C 3.79827 -0.96669 -0.76290 -0.329 1.036 0.535 -0.06
C 4.65242 -1.55311 -1.82663 -0.087 -0.751 -0.168 -0.29
O 3.94320 -1.55087 -3.04026 -0.679 -0.414 -0.594 -0.18
C 4.65729 -2.10991 -4.13339 0.703 1.876 -0.362 -0.27
C 3.92196 -2.04747 -5.43870 -0.462 -1.185 -1.396 -0.08
H 4.35450 -0.97978 0.17794 0.042 0.250 -0.006 0.08
H 3.48719 0.07105 -1.01317 0.216 -0.639 0.274 0.07
H 2.91452 -1.55712 -0.58974 -0.496 -0.166 -0.067 0.05
H 5.58773 -0.99406 -1.90977 0.263 -0.176 -0.152 0.12
H 4.83556 -2.59590 -1.54153 0.517 -0.031 -0.058 0.13
H 5.52395 -1.43978 -4.24929 0.357 -0.417 -0.047 0.12
H 5.00500 -3.11216 -4.00836 0.192 -0.844 0.774 0.11
H 4.59890 -2.38419 -6.28785 -0.607 0.268 1.146 0.11
H 3.60354 -1.05849 -5.71958 -0.153 0.507 0.122 0.05
H 3.02739 -2.71338 -5.48093 0.602 0.407 0.201 0.08
C 1.91190 1.05787 -8.85087 -0.022 0.816 -0.233 -0.06
C 0.40427 1.19035 -8.82897 0.111 1.139 0.475 -0.25
O 0.01773 2.00663 -7.69151 1.345 -1.079 -0.763 -0.20
C -1.36551 2.12476 -7.57278 -0.471 0.712 -0.519 -0.32
C -1.60054 2.65335 -6.19689 -1.201 -0.215 1.124 -0.08
H 2.22779 0.46557 -8.02211 0.461 -0.382 0.592 0.04
H 2.30817 0.63180 -9.77035 -0.309 -0.277 -0.094 0.08
H 2.38612 2.05078 -8.78656 -0.271 -0.272 0.201 0.09
H 0.08355 1.68979 -9.74191 -0.301 0.035 -0.192 0.12
H -0.12377 0.25165 -8.72499 0.007 -0.481 -0.190 0.10
H -1.66766 2.87565 -8.30954 -0.526 -0.184 -0.255 0.12
H -1.89112 1.17110 -7.76595 0.180 0.244 0.119 0.13
H -2.66519 2.73622 -5.87430 0.554 -0.231 -0.594 0.08
H -1.19184 3.64956 -6.06212 0.371 0.024 -0.011 0.07
H -1.13447 1.93606 -5.52226 0.145 0.236 0.341 0.07
C 3.38084 2.97199 0.79549 0.346 0.966 -0.376 -0.06
C 4.61736 2.21185 1.14129 0.775 0.293 -0.597 -0.29
O 4.70538 1.95761 2.50735 -1.237 0.317 0.502 -0.15
C 5.70185 1.08632 2.90296 1.378 -1.094 -1.075 -0.33
C 5.59001 0.86279 4.35135 -0.464 -0.231 2.547 -0.08
H 3.50114 3.32315 -0.26501 -0.398 -0.133 1.030 0.09
H 2.50631 2.38031 0.90390 -0.967 -0.566 -0.100 0.04
H 3.27498 3.82438 1.48895 0.037 -0.156 -0.514 0.08
H 4.73982 1.32479 0.49706 -0.087 -0.074 0.451 0.10
H 5.42218 2.88682 0.90403 0.889 0.203 -0.397 0.12
H 5.54303 0.11657 2.38081 0.340 0.352 0.019 0.11
H 6.73016 1.45438 2.65616 -0.630 -0.034 -0.131 0.14
H 4.62902 0.37777 4.59181 0.362 -0.052 -0.147 0.07
H 5.53826 1.80810 4.90631 0.161 0.058 -0.252 0.08
H 6.40255 0.28405 4.85951 -0.516 0.297 -0.883 0.10
C -4.68778 1.68005 10.12705 0.606 0.036 -0.156 -0.06
C -3.42519 1.08229 9.50217 1.007 0.071 2.561 -0.34
O -3.70503 0.48725 8.31951 -1.173 -0.245 -1.777 -0.15
C -2.57840 0.02148 7.64496 1.039 -0.851 0.354 -0.29
C -2.95127 -0.42335 6.26169 -1.371 0.511 -0.437 -0.07
H -4.48246 2.10093 11.12330 -0.113 -0.547 -0.163 0.08
H -4.98185 2.53205 9.53487 -0.305 0.245 -0.392 0.06
H -5.50350 0.94999 10.11396 0.192 0.147 0.288 0.08
H -2.62775 1.84456 9.39960 -0.304 0.105 -0.119 0.11
H -2.94934 0.31659 10.17955 -0.456 0.459 -0.126 0.13
H -1.82428 0.80546 7.59017 0.212 0.274 0.077 0.10
H -2.13333 -0.82036 8.24928 -0.163 0.552 -0.526 0.14
H -3.53816 -1.33687 6.31827 -0.083 -0.102 -0.167 0.07
H -2.16081 -0.54469 5.54732 0.868 -0.325 0.052 0.05
H -3.57601 0.35365 5.77508 0.060 -0.337 0.452 0.09
O 4.11315 2.67693 -6.17207 0.106 -0.224 0.419 0.08
C 3.16496 3.05056 -5.52051 0.024 0.497 -0.934 -0.54
O 2.72187 2.43956 -4.42025 0.830 -0.276 0.335 -0.02
C 3.57659 1.33522 -3.93696 -0.589 -0.113 0.787 -0.16
C 4.51009 1.74773 -2.77549 -0.462 0.495 -1.124 -0.03
C 2.37624 4.23832 -6.02822 -0.635 0.567 -0.925 0.02
H 4.17012 0.89970 -4.74284 -0.254 0.343 -0.035 0.10
H 2.83333 0.58251 -3.61159 0.564 0.390 -0.029 0.11
H 5.28722 2.44558 -3.05432 -0.153 0.661 -0.474 0.09
H 5.10567 0.91952 -2.49628 0.252 -1.229 0.377 0.04
H 4.01083 2.12541 -1.89930 -0.387 0.090 0.157 0.04
H 2.98014 4.65783 -6.85415 -0.361 -0.275 0.404 0.09
H 2.11649 5.07578 -5.38137 0.405 -0.338 0.673 0.07
H 1.38980 3.96156 -6.45298 0.604 -0.410 0.159 0.07
O -0.09529 4.21309 1.81059 2.015 -1.664 1.608 0.13
C -0.85855 4.72076 1.08702 -2.136 2.879 -2.355 -0.51
O -0.62380 4.95406 -0.25232 0.060 -0.733 0.529 -0.02
C 0.54260 4.27715 -0.73439 -0.557 -0.627 -1.137 -0.23
C 0.52911 4.19631 -2.26908 0.005 -0.140 0.488 -0.04
C -2.15557 5.38962 1.46786 -0.254 -1.528 -0.326 0.05
H 0.52434 3.25489 -0.35570 0.226 0.132 0.315 0.09
H 1.41888 4.80768 -0.39462 0.366 -0.029 0.216 0.11
H -0.42584 3.89278 -2.70835 0.025 -0.085 0.404 0.06
H 1.27780 3.45635 -2.59073 -0.096 0.402 0.006 0.07
H 0.75059 5.16849 -2.67362 0.289 0.374 -0.374 0.07
H -2.75395 4.67285 2.02691 0.027 -0.029 0.239 0.08
H -2.72305 5.65916 0.59958 -0.101 0.153 -0.504 0.05
H -1.97197 6.24277 2.06261 0.335 0.916 0.751 0.08
O -3.68217 -5.56745 -2.68332 0.082 0.013 0.352 0.07
C -3.52265 -6.74762 -2.45956 -0.008 0.876 0.527 -0.56
O -2.89630 -7.23181 -1.38690 -0.040 0.202 0.496 0.02
C -2.50283 -6.24799 -0.37159 0.020 -0.775 0.773 -0.19
C -2.12005 -6.94412 0.93710 0.370 -0.736 -0.299 -0.06
C -4.03559 -7.77552 -3.37828 0.355 -0.886 -0.225 0.02
H -3.35059 -5.62419 -0.11518 -0.141 0.362 -0.618 0.10
H -1.63198 -5.69795 -0.72140 -0.465 0.168 -0.104 0.09
H -1.85820 -6.15144 1.64615 0.149 -0.105 -0.113 0.06
H -1.22577 -7.58061 0.76530 -0.465 0.344 0.270 0.08
H -2.90696 -7.57325 1.41188 0.305 0.453 -0.603 0.08
H -4.15055 -8.74834 -2.92712 -0.013 -0.228 0.249 0.09
H -3.33850 -7.87849 -4.19750 0.283 -0.027 -0.312 0.09
H -4.95858 -7.44434 -3.79281 -0.716 0.281 -0.271 0.08
O -2.03165 -2.19981 -4.68847 -1.229 1.556 0.107 0.11
C -1.23861 -3.07510 -4.67425 1.888 -1.610 -0.821 -0.57
O 0.11418 -2.88243 -4.69353 -0.699 0.988 -0.171 -0.03
C 0.47300 -1.46146 -4.63669 0.891 -0.198 0.000 -0.18
C 0.69345 -0.81545 -6.02716 -0.838 0.263 0.908 -0.05
C -1.59380 -4.52217 -4.67743 -0.119 -0.885 0.265 0.02
H 1.42787 -1.49875 -4.08031 -0.419 0.277 -0.220 0.10
H -0.28248 -0.96469 -4.02830 0.113 0.097 -0.237 0.09
H 1.01157 0.24243 -5.96398 0.034 -0.537 0.285 0.08
H -0.19054 -0.79456 -6.66229 -0.337 -0.178 0.273 0.07
H 1.42023 -1.38449 -6.55285 0.812 -0.394 -0.480 0.05
H -2.58566 -4.60656 -5.12522 0.044 -0.055 0.253 0.09
H -1.67049 -4.83217 -3.60911 0.079 0.019 -0.796 0.08
H -0.90804 -5.19812 -5.23441 -0.162 0.722 0.544 0.10
O 0.37396 -5.15004 -0.68140 -4.419 -1.687 0.890 0.15
C 1.47529 -4.83303 -0.76602 5.412 1.732 0.409 -0.54
O 2.47577 -5.05646 0.18248 -0.300 -0.009 0.208 -0.04
C 2.18501 -5.71420 1.47023 -1.598 0.010 -1.033 -0.20
C 3.38479 -6.48974 1.93555 1.509 0.668 -1.077 -0.08
C 2.05768 -4.09205 -1.93597 -0.447 -0.201 -0.930 0.03
H 1.37148 -6.43320 1.26627 0.174 0.265 0.148 0.12
H 1.73239 -4.97622 2.16591 0.682 -0.370 -0.389 0.09
H 4.32221 -5.91076 2.00274 -0.509 0.337 0.179 0.07
H 3.68938 -7.23599 1.19880 -0.492 -0.258 0.015 0.08
H 3.24480 -6.95659 2.88229 -0.378 -0.393 0.722 0.07
H 2.77388 -4.74976 -2.42318 0.486 0.042 0.143 0.09
H 2.51450 -3.11850 -1.69699 -0.382 -0.690 -0.114 0.06
H 1.24774 -4.00075 -2.68729 0.402 0.427 0.564 0.09
O 1.55651 -1.88399 1.87685 -0.364 -0.909 -1.172 0.07
C 2.17567 -0.97443 2.36753 0.827 0.009 1.714 -0.48
O 3.38947 -1.16143 2.89523 0.296 0.267 -0.438 -0.02
C 4.05067 -2.45845 2.77826 -0.910 0.376 -0.633 -0.18
C 3.51556 -3.40220 3.81788 -0.315 -0.175 -0.575 -0.04
C 1.59464 0.32443 2.77140 -0.201 0.124 0.966 0.06
H 5.10473 -2.23013 2.82907 0.264 0.033 0.253 0.12
H 3.82569 -2.85200 1.77952 0.078 0.005 0.126 0.12
H 2.43657 -3.46571 3.63351 0.204 -0.349 0.161 0.07
H 3.65743 -3.07970 4.83402 0.312 0.232 0.378 0.08
H 3.99252 -4.37057 3.64869 -0.231 -0.014 0.247 0.07
H 2.30103 1.01958 3.24256 -0.047 -0.389 -0.495 0.07
H 0.89257 -0.00920 3.56249 0.055 0.352 -0.339 0.12
H 1.00552 0.78449 1.99640 -0.241 0.124 -0.320 0.08
O 2.49564 2.77682 7.01516 1.562 -0.323 0.946 0.11
C 1.40634 3.17102 6.76670 -1.920 -0.278 -0.423 -0.54
O 1.01801 3.43679 5.49951 0.433 0.168 -0.107 -0.02
C 2.11704 3.38903 4.52944 -1.237 0.438 -0.775 -0.21
C 2.75278 4.74517 4.34590 1.204 -0.078 0.115 -0.05
C 0.27459 3.35107 7.78582 0.159 0.535 -1.136 0.03
H 1.65849 3.09729 3.55892 -0.032 0.284 0.744 0.10
H 2.80859 2.61602 4.78683 0.479 -0.284 0.409 0.09
H 3.28654 5.19673 5.20155 -0.533 -0.493 -0.019 0.09
H 2.07267 5.45761 3.93510 -0.744 0.482 -0.071 0.07
H 3.52600 4.63581 3.58645 0.156 -0.137 -0.121 0.06
H 0.48477 2.82162 8.69501 0.287 -0.100 0.370 0.08
H -0.69462 3.03653 7.39512 0.180 -0.056 -0.190 0.07
H 0.19303 4.42802 7.95292 -0.006 -0.072 0.265 0.09
O -2.21551 -3.16710 0.46777 -1.021 0.413 -0.312 0.02
C -3.07893 -2.72458 -0.30420 1.799 0.385 -0.137 -0.47
O -4.31456 -2.47725 0.06412 0.111 -0.555 0.775 0.05
C -4.57428 -2.62777 1.51252 -0.400 0.821 -0.398 -0.18
C -4.69188 -4.02104 2.01077 1.699 -1.714 -0.037 -0.07
C -2.74809 -2.37743 -1.72913 -0.386 -1.269 -0.745 0.04
H -5.55876 -2.19064 1.60289 -0.011 0.658 0.061 0.12
H -3.79557 -2.06785 2.05734 -0.415 -0.142 -0.241 0.12
H -5.02357 -4.03632 3.05234 -0.228 0.153 -0.187 0.09
H -3.67210 -4.47042 2.02166 -0.632 0.119 0.039 0.07
H -5.30556 -4.69577 1.39702 -0.124 0.467 0.175 0.09
H -1.72622 -2.69001 -1.99173 -0.342 0.361 0.486 0.08
H -2.95341 -1.36102 -2.02773 0.106 0.508 0.379 0.10
H -3.40583 -2.95292 -2.40020 0.053 -0.039 0.332 0.09
```
Positions in Å, forces in eV/Å.